#w
Density functional theory data (ωB97M-V with the def2-TZVPD basis set) for 2 unconnected molecules or ions with the total composition C4H11N2.

Structure (XYZ):
```
17
Properties=species:S:1:pos:R:3:mulliken_charge:R:1
N -1.326 -2.024 1.042 -0.50
N 0.793 0.924 -1.232 -0.03
C -0.261 0.229 -1.070 -0.26
C 0.069 -0.383 2.129 -0.93
C -0.212 -1.647 1.822 0.04
C 0.893 2.091 -2.114 -0.65
H 0.401 -2.494 2.111 0.30
H -2.183 -1.637 1.419 0.24
H -0.222 -0.620 -0.399 0.47
H 1.110 2.969 -1.508 0.32
H -1.457 -3.020 0.964 0.23
H 1.601 0.651 -0.679 0.35
H 1.711 1.924 -2.806 0.30
H -1.150 0.503 -1.616 0.24
H -0.064 2.225 -2.605 0.26
H -0.641 0.391 1.853 0.33
H 0.938 -0.081 2.689 0.29
```

Computed properties:
- Spin multiplicity: 1
- Gap between HOMO and LUMO: 7.735 eV
- Total charge: +1

---

#x
Density functional theory data (ωB97M-V with the def2-TZVPD basis set) for a gas-phase ion, C4H11N2 (charge +1).

Structure (XYZ):
```
17
Properties=species:S:1:pos:R:3:mulliken_charge:R:1
N 0.333 -1.146 2.545 -0.31
N 0.670 -0.838 0.313 -0.19
C -0.122 -0.813 1.340 0.27
C -0.012 1.847 -0.925 -1.08
C -0.726 0.522 -1.262 -0.51
C 0.142 -0.703 -1.083 -0.56
H -1.670 0.511 -0.699 0.28
H 0.952 -0.782 -1.794 0.41
H 1.658 -1.027 0.429 0.25
H -0.538 -1.553 -1.178 0.30
H -0.545 2.681 -1.370 0.37
H 0.989 1.771 -1.360 0.31
H -0.264 -1.237 3.330 0.24
H 1.292 -1.392 2.612 0.21
H 0.088 2.000 0.148 0.28
H -1.130 -0.435 1.236 0.31
H -1.118 0.595 -2.279 0.39
```

Computed properties:
- Spin multiplicity: 1
- Structure (SMILES): CCCNC=[NH2+]
- Gap between HOMO and LUMO: 11.331 eV
- Total charge: +1

---

#y
Density functional theory data (ωB97M-V with the def2-TZVPD basis set) for a gas-phase ion, C4H11N2 (charge +1).

Structure (XYZ):
```
17
Properties=species:S:1:pos:R:3:mulliken_charge:R:1
N 0.938 1.737 -0.066 -0.37
N -0.170 -0.265 -1.616 -0.59
C -0.261 -0.927 -0.305 0.41
C -0.621 -0.003 0.842 -0.77
C -0.593 -2.323 -0.197 -0.75
C 0.584 0.973 1.238 -0.70
H 0.205 1.775 1.821 0.38
H 0.194 2.457 -0.311 0.37
H 0.309 -1.044 -2.131 0.27
H -0.109 -3.110 -0.830 0.26
H 1.013 0.978 -0.807 0.42
H 1.917 2.160 0.071 0.39
H -1.048 -0.751 1.499 0.34
H -1.428 0.554 0.647 0.41
H -1.095 -0.187 -2.043 0.27
H 1.433 0.502 1.597 0.41
H -1.268 -2.527 0.590 0.26
```

Computed properties:
- Spin multiplicity: 1
- Structure (SMILES): C=C(N)CC[NH3+]
- Gap between HOMO and LUMO: 9.125 eV
- Total charge: +1

---

#z
Density functional theory data (ωB97M-V with the def2-TZVPD basis set) for a gas-phase ion, C4H11N2 (charge +1).

Structure (XYZ):
```
17
Properties=species:S:1:pos:R:3:mulliken_charge:R:1
N 0.352 -1.376 0.487 -0.56
N -0.615 -1.047 -1.990 -0.24
C -0.222 0.980 1.222 -0.43
C -0.196 -0.112 0.196 0.72
C 1.184 1.654 1.283 -1.02
C -0.680 0.078 -1.033 -0.90
H -0.642 -0.760 -2.967 0.35
H 1.318 2.358 0.460 0.30
H 1.204 -1.556 0.991 0.20
H -1.293 -1.800 -1.862 0.33
H 0.312 -1.442 -1.739 0.42
H -0.324 -2.120 0.560 0.23
H 1.922 0.862 1.087 0.31
H 1.441 2.116 2.232 0.33
H -0.942 1.704 0.846 0.30
H -1.238 0.965 -1.306 0.35
H -0.384 0.543 2.200 0.31
```

Computed properties:
- Spin multiplicity: 1
- Structure (SMILES): CC/C(N)=C/[NH3+]
- Gap between HOMO and LUMO: 10.326 eV
- Total charge: +1

---

The structure with the most favorable energy is #x; the runner-up is 0.0359 hartree above it.

---

#w
Density functional theory data (ωB97M-V with the def2-TZVPD basis set) for 2 unconnected molecules or ions with the total composition C4H11N2.

Structure (XYZ):
```
17
Properties=species:S:1:pos:R:3:mulliken_charge:R:1
N 0.455 1.832 1.576 -0.51
N -1.472 -0.793 1.751 -0.66
C -0.004 -0.902 -2.433 -1.04
C 1.253 0.937 0.681 0.14
C 0.540 0.520 -0.426 -0.45
C 0.752 -0.662 -1.177 0.06
H 0.350 1.385 2.466 0.28
H -2.290 -0.641 2.366 0.24
H 2.217 0.435 0.937 0.33
H -0.038 -0.107 -3.242 0.33
H 0.246 -1.887 -2.744 0.36
H -0.445 1.060 -0.574 0.38
H 1.629 -1.248 -1.018 0.41
H 0.965 2.751 1.596 0.30
H -1.321 -0.004 1.104 0.23
H -1.806 -1.640 1.249 0.23
H -1.032 -1.037 -2.112 0.36
```

Computed properties:
- Spin multiplicity: 1
- Gap between HOMO and LUMO: 6.668 eV
- Total charge: +1

---

#x
Density functional theory data (ωB97M-V with the def2-TZVPD basis set) for 2 unconnected molecules or ions with the total composition C4H11N2.

Structure (XYZ):
```
17
Properties=species:S:1:pos:R:3:mulliken_charge:R:1
N 0.703 0.402 -0.962 0.06
N -0.671 -0.572 1.398 -0.09
C -0.423 -1.470 2.173 -0.16
C 2.021 -0.108 -1.108 -0.76
C -0.069 0.798 -1.938 -0.77
C -1.565 0.525 1.474 -0.83
H 0.442 1.443 -2.731 0.41
H 2.356 -0.341 -2.123 0.35
H 2.107 -0.855 -0.371 0.30
H -1.998 0.652 2.404 0.42
H -0.805 -1.697 3.146 0.26
H 2.781 0.636 -0.653 0.33
H 0.100 -2.419 2.038 0.26
H -1.067 1.437 1.021 0.26
H -0.400 0.053 -2.822 0.36
H -2.496 0.253 0.783 0.28
H -1.016 1.263 -1.729 0.31
```

Computed properties:
- Spin multiplicity: 1
- Gap between HOMO and LUMO (alpha / beta): 8.126 / 5.004 eV
- Total charge: +1

---

The structure with the most favorable energy is #w; the runner-up is 0.1168 hartree above it.

---

#w
Density functional theory data (ωB97M-V with the def2-TZVPD basis set) for a gas-phase ion, C4H11N2 (charge +1).

Structure (XYZ):
```
17
Properties=species:S:1:pos:R:3:mulliken_charge:R:1
N -0.679 -0.542 -0.529 -0.09
N 1.652 -0.548 -0.553 -0.59
C 0.579 1.651 -0.040 -1.40
C -2.120 -0.433 0.078 -0.85
C 0.515 0.155 0.067 0.70
C 1.304 -0.843 0.823 -0.61
H -2.470 -1.306 0.437 0.38
H 2.009 -0.365 1.571 0.29
H -2.299 0.357 0.885 0.29
H 1.418 2.039 0.513 0.36
H -0.776 -0.279 -1.487 0.42
H 2.576 -0.160 -0.841 0.28
H 0.756 1.810 -1.027 0.46
H -0.332 2.166 0.273 0.38
H -2.780 -0.229 -0.778 0.36
H -0.426 -1.545 -0.517 0.40
H 1.073 -1.928 1.125 0.21
```

Computed properties:
- Spin multiplicity: 1
- Structure (SMILES): C[NH2+][C@@]1(C)CN1
- Gap between HOMO and LUMO: 11.085 eV
- Total charge: +1

---

#x
Density functional theory data (ωB97M-V with the def2-TZVPD basis set) for 2 unconnected molecules or ions with the total composition C4H11N2.

Structure (XYZ):
```
17
Properties=species:S:1:pos:R:3:mulliken_charge:R:1
N 0.009 -1.427 0.265 -0.50
N -2.096 -0.185 -0.431 -0.26
C 2.615 0.248 -0.380 -0.73
C -0.923 0.718 -0.427 -0.53
C 0.268 -0.042 0.056 0.32
C -0.359 0.951 0.956 -0.76
H 0.393 -1.759 1.143 0.26
H 2.675 1.316 -0.313 0.30
H 0.377 -2.003 -0.487 0.27
H 2.979 -0.326 0.446 0.33
H -1.605 -1.067 -0.022 0.43
H 0.155 1.883 1.127 0.23
H -0.928 0.615 1.813 0.29
H -0.914 1.492 -1.177 0.36
H 2.668 -0.181 -1.361 0.33
H -2.862 0.145 0.163 0.34
H -2.452 -0.379 -1.369 0.33
```

Computed properties:
- Spin multiplicity: 1
- Gap between HOMO and LUMO: 9.089 eV
- Total charge: +1

---

The structure with the most favorable energy is #w; the runner-up is 0.0527 hartree above it.

---

#w
Density functional theory data (ωB97M-V with the def2-TZVPD basis set) for a molecular structure, C20H18N2O4S.

Structure (XYZ):
```
45
Properties=species:S:1:pos:R:3:mulliken_charge:R:1
S -0.275 -1.393 3.366 -0.19
O 1.494 -1.743 1.505 -0.32
O -4.697 3.812 -0.818 -0.30
O -4.173 4.075 1.858 -0.37
O -2.324 -1.607 1.536 -0.34
N 0.299 -0.145 1.061 0.09
N 0.963 -0.432 -0.051 -0.68
C -1.793 -0.232 3.227 -0.99
C -5.094 4.951 1.283 -0.48
C -3.403 0.509 -0.031 -0.80
C 1.778 -1.373 0.383 0.39
C 4.530 -1.040 -3.790 -1.77
C 3.003 -1.248 -1.641 -0.71
C -4.057 2.692 1.237 0.24
C 5.372 -4.817 -0.482 -1.42
C 3.496 -3.011 -0.320 -0.83
C 0.463 -1.022 1.778 0.19
C 5.086 -2.756 -2.138 -0.97
C -2.428 -0.566 1.796 0.63
C -3.853 1.746 -1.004 -1.22
C 4.062 -1.677 -2.508 0.94
C 4.696 -3.460 -0.945 0.67
C -4.646 5.033 -0.292 -0.48
C -4.217 2.876 -0.147 0.53
C -3.004 0.670 1.320 0.92
C 2.801 -1.866 -0.554 0.65
C -3.176 1.927 1.984 -1.02
H 3.277 -3.452 0.635 0.43
H 4.269 -1.708 -4.778 0.24
H 5.646 -3.366 -2.743 0.46
H 4.063 -0.300 -3.934 0.71
H -2.978 -0.292 -0.667 0.32
H 6.417 -4.547 -0.705 0.36
H -3.131 1.963 2.972 0.61
H -5.373 5.704 -0.824 0.35
H -6.136 4.484 1.429 0.26
H 2.821 -0.371 -1.889 0.63
H -4.065 1.687 -1.894 0.78
H 5.698 -1.002 -3.974 0.28
H -5.037 5.913 1.657 0.38
H 5.274 -5.067 0.631 0.31
H -2.195 -0.350 4.136 0.62
H -1.099 0.821 3.216 0.28
H -3.422 5.682 -0.063 0.25
H 5.069 -5.706 -0.820 0.39
```

Computed properties:
- Spin multiplicity: 1
- Gap between HOMO and LUMO: 8.327 eV

---

#x
Density functional theory data (ωB97M-V with the def2-TZVPD basis set) for a single C20H18N2O4S molecule.

Structure (XYZ):
```
45
Properties=species:S:1:pos:R:3:mulliken_charge:R:1
S 4.436 0.928 0.174 -0.44
O -2.493 -2.975 -0.362 -0.44
O -4.327 1.855 -1.056 -0.58
O 2.709 -3.492 -0.505 -0.62
O -2.865 -1.169 1.447 -0.43
N 3.272 -1.327 -0.343 -0.04
N 1.918 0.516 -0.683 -0.15
C -1.368 -2.413 0.145 0.66
C -2.980 1.864 -0.897 0.91
C -0.080 -2.700 -0.264 -0.38
C 1.144 3.927 0.540 -0.95
C -0.175 1.724 -0.599 0.94
C -0.909 0.680 -1.205 -0.40
C 3.120 0.049 -0.276 0.16
C 0.812 -1.147 1.346 -0.14
C -0.213 3.967 0.389 -1.04
C 1.237 1.696 -0.373 0.46
C -2.265 0.738 -1.347 -1.12
C -0.475 -0.850 1.763 -0.50
C 1.870 2.793 0.165 -0.68
C -2.355 -3.984 -1.334 -1.01
C -2.299 2.913 -0.335 -0.62
C -1.573 -1.440 1.155 1.12
C 1.014 -2.039 0.303 -0.98
C -3.146 -0.129 2.351 -0.90
C -0.898 2.875 -0.180 0.51
C 2.365 -2.369 -0.212 0.16
H -0.610 -0.142 2.564 0.44
H 1.650 -0.682 1.843 0.45
H -2.799 -0.368 3.362 0.36
H -3.368 -4.318 -1.554 0.25
H -1.894 -3.602 -2.251 0.37
H -2.831 3.795 -0.004 0.33
H -2.697 0.815 2.024 0.33
H -4.706 2.681 -0.730 0.29
H 0.117 -3.424 -1.039 0.55
H -0.411 -0.198 -1.590 0.71
H -0.779 4.835 0.695 0.39
H 2.935 2.780 0.316 0.26
H -4.230 -0.033 2.357 0.25
H 4.235 -1.635 -0.425 0.30
H 1.312 -0.204 -1.056 0.05
H -2.818 -0.069 -1.799 0.36
H 1.674 4.767 0.961 0.40
H -1.769 -4.828 -0.958 0.39
```

Computed properties:
- Spin multiplicity: 1
- Structure (SMILES): COc1ccc(C(=O)NC(=S)Nc2cccc3cc(O)ccc23)cc1OC
- Gap between HOMO and LUMO: 8.012 eV

---

The structure with the most favorable energy is #x; the runner-up is 0.5962 hartree above it.

---

#w
Density functional theory data (ωB97M-V with the def2-TZVPD basis set) for a single C4H4O2 molecule.

Structure (XYZ):
```
10
Properties=species:S:1:pos:R:3:mulliken_charge:R:1
O -1.497 0.132 0.037 -0.24
O -1.280 -0.045 1.582 -0.19
C -0.022 0.288 -1.816 -0.85
C -0.258 0.153 -0.476 0.83
C 0.069 -0.237 1.722 -0.06
C 0.795 -0.065 0.586 -0.58
H 0.994 0.145 -2.350 0.22
H 0.269 -0.205 2.879 0.31
H -0.871 0.195 -2.503 0.27
H 1.801 -0.360 0.339 0.30
```

Computed properties:
- Spin multiplicity: 1
- Structure (SMILES): C=C1C=COO1
- Gap between HOMO and LUMO: 8.424 eV

---

#x
Density functional theory data (ωB97M-V with the def2-TZVPD basis set) for 2 unconnected molecules or ions with the total composition C4H4O2.

Structure (XYZ):
```
10
Properties=species:S:1:pos:R:3:mulliken_charge:R:1
O 0.667 -1.095 -2.051 -0.36
O 0.377 -0.251 0.012 -0.30
C 0.078 1.981 1.139 -0.10
C -1.036 -1.373 0.793 -0.44
C 0.676 -0.139 -1.357 0.17
C 0.186 0.894 0.650 -0.05
H -1.411 -1.630 -0.220 0.15
H -0.124 2.891 1.651 0.43
H 0.900 0.904 -1.625 0.34
H -0.312 -2.182 1.008 0.16
```

Computed properties:
- Spin multiplicity: 1
- Gap between HOMO and LUMO: 9.088 eV

---

#y
Density functional theory data (ωB97M-V with the def2-TZVPD basis set) for a single C4H4O2 molecule.

Structure (XYZ):
```
10
Properties=species:S:1:pos:R:3:mulliken_charge:R:1
O 0.709 -2.093 0.030 -0.55
O -1.351 0.715 0.633 -0.37
C 0.114 -0.042 -1.067 -0.61
C -0.068 0.983 0.087 -0.07
C 0.066 -1.079 0.045 0.45
C -0.272 -0.069 1.116 -0.19
H -0.619 0.024 -1.870 0.28
H 0.327 1.980 0.271 0.41
H 1.090 -0.393 -1.387 0.25
H -0.023 -0.084 2.170 0.40
```

Computed properties:
- Spin multiplicity: 1
- Structure (SMILES): O=C1C[C@H]2O[C@@H]12
- Gap between HOMO and LUMO: 10.658 eV

---

#z
Density functional theory data (ωB97M-V with the def2-TZVPD basis set) for a single C4H4O2 molecule.

Structure (XYZ):
```
10
Properties=species:S:1:pos:R:3:mulliken_charge:R:1
O -0.373 -1.638 0.234 -0.51
O -2.171 -0.318 -0.823 -0.73
C -1.118 0.387 -0.520 0.08
C -0.020 -0.425 0.035 -0.10
C 1.279 0.072 0.364 -0.50
C 2.380 0.511 0.587 0.34
H -0.856 1.295 -1.072 0.39
H 3.360 0.897 0.790 0.41
H -1.030 0.754 0.646 0.14
H -1.450 -1.535 -0.241 0.49
```

Computed properties:
- Spin multiplicity: 1
- Gap between HOMO and LUMO: 8.822 eV

---

The structure with the most favorable energy is #y; the runner-up is 0.0565 hartree above it.

---

#w
Density functional theory data (ωB97M-V with the def2-TZVPD basis set) for a single C4H4O2 molecule.

Structure (XYZ):
```
10
Properties=species:S:1:pos:R:3:mulliken_charge:R:1
O 1.062 0.329 -0.792 -0.37
O -0.896 -0.775 0.825 -0.34
C -0.199 0.079 -1.361 -0.12
C 1.050 0.551 0.551 -0.06
C 0.079 0.136 1.328 -0.18
C -1.096 -0.385 -0.560 -0.26
H -2.017 -0.708 -0.896 0.40
H 0.028 0.665 2.443 0.22
H -0.242 0.236 -2.459 0.34
H 1.893 1.095 0.902 0.39
```

Computed properties:
- Spin multiplicity: 1
- Structure (SMILES): C1=COC=CO1
- Gap between HOMO and LUMO: 9.387 eV

---

#x
Density functional theory data (ωB97M-V with the def2-TZVPD basis set) for a single C4H4O2 molecule.

Structure (XYZ):
```
10
Properties=species:S:1:pos:R:3:mulliken_charge:R:1
O 1.168 -0.143 1.275 -0.52
O 0.326 2.234 -1.157 -0.44
C -0.456 -0.485 -0.461 -0.27
C 0.773 1.824 -0.115 -0.01
C -0.868 -1.626 0.188 -0.55
C 0.559 0.322 0.305 0.62
H -1.532 -2.350 -0.364 0.23
H 1.409 2.414 0.590 0.34
H -0.574 -1.979 1.199 0.25
H -0.805 -0.212 -1.460 0.34
```

Computed properties:
- Spin multiplicity: 1
- Structure (SMILES): C=CC(=O)C=O
- Gap between HOMO and LUMO: 9.068 eV

---

The structure with the most favorable energy is #x; the runner-up is 0.0487 hartree above it.